19
Properties=species:S:1:pos:R:3:forces:R:3:mulliken_charge:R:1 method="wB97M-V/def2-TZVPD" energy_ev=-8358.9780 orbital_gap_ev=9.944 e_homo_ev=-8.95 spin_multiplicity=1
N -2.648 1.689 -2.324 0.501 0.578 0.579 -0.6725
N -0.754 0.765 -1.132 1.093 0.732 -0.068 -0.1895
C 1.360 0.039 1.145 -1.031 0.113 -0.500 -0.3765
C 1.185 -0.516 -0.273 1.461 0.636 -0.191 -0.8829
C 0.770 -0.885 2.198 -0.496 0.870 1.782 -1.1822
C -0.277 -0.531 -0.714 0.043 -1.377 1.196 -0.5030
C -2.054 0.982 -1.441 -1.593 -0.954 -0.628 0.1471
H 1.806 0.102 -0.946 -0.404 0.017 -0.046 0.3538
H -0.466 -1.363 -1.417 0.080 0.623 -0.177 0.2747
H -0.150 -0.514 2.680 -0.417 -0.183 -1.075 0.3161
H 0.638 -1.926 1.919 0.209 -0.079 0.017 0.3205
H -0.812 -0.824 0.207 -0.234 0.075 -0.387 0.3058
H 2.411 0.230 1.393 -0.299 0.232 -0.353 0.3617
H -0.060 1.398 -1.505 -0.127 -0.179 -0.238 0.2169
H 1.728 -1.466 -0.305 -0.734 -0.352 -0.213 0.3770
H 1.332 -0.760 3.126 0.795 -0.759 -0.156 0.3592
H -2.734 0.325 -0.882 0.288 0.005 0.067 0.3202
H -2.019 2.304 -2.844 0.151 -0.183 -0.062 0.1907
H 0.744 0.952 1.115 0.713 0.185 0.451 0.2627